Molecular formula: C5H12NO
Method: DFT, the ωB97M-V functional and the def2-TZVPD basis

```
19
C5H12NO | OMol25 | the ωB97M-V functional and the def2-TZVPD basis
C -2.61 0.32 -0.68
C -1.45 0.71 0.15
C -0.07 0.87 -0.50
C 0.64 -0.45 -0.73
N 1.09 -1.05 0.55
C 2.58 -0.88 1.11
O 3.15 0.26 0.64
H -2.80 -0.74 -0.73
H -3.37 0.81 -0.14
H -2.47 0.76 -1.70
H -1.70 1.69 0.59
H -1.21 -0.21 0.78
H 0.57 1.29 0.38
H 0.00 1.74 -1.26
H 0.14 -1.36 -1.20
H 1.43 -0.24 -1.53
H 0.47 -0.87 1.32
H 3.17 -1.85 0.69
H 2.46 -0.81 2.27
```

Summary:
- SMILES: CCCCNC[O-]
- Charge: -1

Molecular formula: C5H12NO
Method: DFT, the ωB97M-V functional and the def2-TZVPD basis

```
19
C5H12NO | OMol25 | the ωB97M-V functional and the def2-TZVPD basis
C 2.41 -1.45 -0.42
C 1.73 -0.17 -0.23
C 0.20 -0.40 -0.11
C -0.52 0.94 0.16
C -2.02 0.73 -0.04
O -2.55 -0.35 0.62
N 2.31 1.05 -0.12
H 1.95 -2.38 -0.78
H 3.43 -1.23 -0.48
H 2.04 -0.95 0.79
H -5.43 -1.16 -0.10
H -0.27 -0.92 -0.96
H 0.05 -1.01 0.77
H -0.11 1.79 -0.49
H -0.25 1.35 1.08
H -2.42 1.74 0.27
H -2.14 0.75 -1.30
H -6.10 -1.50 0.06
H 2.63 1.07 0.81
```

Summary:
- Charge: -1

Molecular formula: C5H12NO
Method: DFT, the ωB97M-V functional and the def2-TZVPD basis

```
19
C5H12NO | OMol25 | the ωB97M-V functional and the def2-TZVPD basis
C -2.86 0.26 1.05
C -1.64 0.23 0.13
N -1.22 -1.17 -0.08
C 0.95 -0.08 -1.10
C 0.01 -1.26 -1.03
C 1.78 0.15 0.09
O 2.65 1.03 0.26
H -3.09 1.35 1.13
H -2.68 -0.17 2.03
H -3.67 -0.27 0.50
H -1.95 0.81 -0.74
H -0.85 0.88 0.60
H 3.12 2.23 2.26
H 1.56 0.21 -1.95
H 0.65 0.76 -0.21
H 2.55 2.67 2.10
H 0.55 -2.18 -0.75
H 1.55 -0.72 0.75
H -0.53 -1.40 -1.96
```

Summary:
- Charge: -1

no.,E_HOMO (eV),HOMO-LUMO gap (eV),DFT total energy (eV)
1,-2.4,6.149,-8914.7927
2,-2.5,5.797,-8911.0908
3,-1.6,5.783,-8912.1731